# 1
8
Properties=species:S:1:pos:R:3 method="wB97M-V/def2-TZVPD" de_lowest_ev=0.0000 fmax_ev_per_a=2.055 homo_energy_ev=-9.5 orbital_gap_ha=0.335 total_energy_ha=-5927.5336 total_charge=0
C -0.131 -0.968 -0.294
P 0.324 0.713 0.142
S 2.137 1.322 -0.143
Br -1.190 2.015 -0.872
Br -0.372 0.765 2.255
H -0.145 -1.608 0.523
H -1.149 -0.843 -0.584
H 0.527 -1.396 -1.027


# 2
8
Properties=species:S:1:pos:R:3 method="wB97M-V/def2-TZVPD" de_lowest_ev=1.4016 fmax_ev_per_a=2.937 homo_energy_ev=-14.5 orbital_gap_ha=0.270 total_energy_ha=-7816.3463 total_charge=+1
C -1.658 0.026 0.061
N 1.359 0.065 0.024
Br -1.684 -0.194 1.831
Br -1.652 -1.364 -1.140
Br -1.641 1.753 -0.597
H 2.271 0.585 0.034
H 1.681 -0.653 0.726
H 1.324 -0.216 -0.940


# 3
7
Properties=species:S:1:pos:R:3 method="wB97M-V/def2-TZVPD" de_lowest_ev=2.8185 fmax_ev_per_a=1.494 homo_energy_ev="-9.1 / -8.5" orbital_gap_ha="0.287 / 0.303" total_energy_ha=-3415.3911 total_charge=0
C -0.401 0.098 -0.144
P 0.336 0.037 3.082
Cl 1.168 -1.709 3.632
Br 2.119 1.409 3.386
H -0.082 1.093 -0.033
H -1.418 -0.023 0.068
H 0.016 -0.587 -0.851